Density functional theory data (ωB97M-V/def2-TZVPD) for 5 unconnected molecules or ions with the total composition C29H33F9O19SSi at a distorted geometry.

```
! RIJCOSX wB97M-V def2-TZVPD def2/J DEFGRID3
* xyz 0 1
C 3.45 -0.32 3.33
Si 2.86 -1.50 1.96
C 2.16 -0.44 0.53
C 1.53 -2.68 2.66
C 0.46 -3.18 1.57
C -0.95 -2.61 1.95
F -0.84 -1.23 1.84
F -1.27 -2.86 3.29
C -2.15 -3.20 1.11
S -3.80 -2.47 1.57
O -3.72 -1.02 1.82
O -4.29 -3.06 2.82
C -5.09 -2.67 0.22
F -6.08 -3.46 0.77
F -4.62 -3.38 -0.87
C -5.79 -1.32 -0.21
F -6.45 -0.76 0.85
F -6.80 -1.70 -1.09
C -4.88 -0.29 -1.00
F -3.69 -0.79 -1.41
F -5.58 0.14 -2.10
F -4.63 0.84 -0.27
O -1.78 -2.93 -0.26
C -1.59 -4.04 -1.09
O -1.14 -4.10 -2.17
O -2.00 -5.16 -0.36
C -2.32 -4.77 0.98
O -1.59 -5.62 1.85
O -3.65 -5.29 1.10
C 4.24 -2.58 1.20
C 4.72 -3.84 1.82
C 5.76 -4.59 1.10
C 6.32 -4.14 -0.17
C 5.87 -2.88 -0.76
C 4.83 -2.12 -0.07
H 3.22 -0.79 4.33
H 4.53 -0.04 3.22
H 2.78 0.59 3.26
H 2.96 0.24 0.14
H 1.32 0.20 0.90
H 1.88 -1.11 -0.32
H 1.04 -2.18 3.53
H 2.07 -3.59 3.06
H 0.50 -4.29 1.60
H 0.81 -2.86 0.56
H -0.97 -6.09 1.25
H -3.76 -5.59 2.02
H 4.28 -4.21 2.79
H 6.16 -5.55 1.51
H 7.10 -4.71 -0.73
H 6.25 -2.49 -1.74
H 4.51 -1.16 -0.56
O 0.90 0.89 3.84
C -0.23 1.09 4.17
O -0.80 2.33 4.24
C -2.19 2.14 4.44
C -2.26 0.77 5.05
O -1.11 0.12 4.51
H -2.60 2.91 5.09
H -2.70 2.19 3.47
H -2.18 0.79 6.14
H -3.17 0.23 4.77
O -4.67 2.96 -8.08
C -5.15 2.45 -7.13
O -5.60 3.12 -6.03
C -6.31 2.19 -5.22
C -5.72 0.87 -5.63
O -5.34 1.11 -6.99
H -6.15 2.40 -4.16
H -7.37 2.27 -5.44
H -4.83 0.61 -5.06
H -6.44 0.06 -5.57
O 4.51 2.12 -0.64
C 3.49 2.55 -1.10
O 3.42 3.26 -2.25
C 2.04 3.40 -2.57
C 1.37 3.24 -1.24
O 2.27 2.40 -0.53
H 1.84 4.37 -3.03
H 1.76 2.61 -3.28
H 1.27 4.19 -0.70
H 0.38 2.78 -1.31
O 2.44 6.86 -0.79
C 3.56 6.98 -1.20
O 4.40 5.94 -1.45
C 5.53 6.47 -2.14
C 5.53 7.91 -1.72
O 4.15 8.17 -1.48
H 6.44 5.94 -1.84
H 5.38 6.34 -3.21
H 6.09 8.08 -0.79
H 5.92 8.57 -2.49
*
```

Results
HOMO-LUMO gap = 8.14 eV
Structure (SMILES) = C[Si](C)(CCC(F)(F)[C@@]1(S(=O)(=O)C(F)(F)C(F)(F)C(F)(F)F)OC(=O)OC1(O)O)c1ccccc1.O=C1OCCO1.O=C1OCCO1.O=C1OCCO1.O=C1OCCO1

Density functional theory data (ωB97M-V/def2-TZVPD) for a molecular structure, C29H33N2O4PtS4Si2.

```
! RIJCOSX wB97M-V def2-TZVPD def2/J DEFGRID3
* xyz -1 1
Pt -0.13 -1.51 -1.23
C 1.46 -3.83 0.59
Si 2.44 -2.24 0.57
C 4.03 -2.54 -0.38
C 2.82 -1.80 2.35
N 1.54 -0.98 -0.24
C 1.97 0.31 -0.50
C 3.16 0.87 -0.04
C 3.53 2.15 -0.46
C 2.72 2.88 -1.30
C 1.51 2.34 -1.74
C 1.12 1.07 -1.32
N -0.11 0.48 -1.63
Si -1.19 1.13 -2.86
C -2.03 2.65 -2.15
C -2.51 -0.11 -3.31
C -0.30 1.61 -4.45
H 2.14 -4.64 0.88
H 1.02 -4.09 -0.37
H 0.65 -3.77 1.33
H 4.67 -3.26 0.15
H 4.61 -1.62 -0.53
H 3.80 -2.95 -1.36
H 3.46 -2.57 2.79
H 1.88 -1.79 2.91
H 3.31 -0.83 2.48
H 3.80 0.31 0.62
H 4.47 2.56 -0.11
H 3.00 3.87 -1.62
H 0.87 2.92 -2.39
H -2.50 2.41 -1.19
H -2.81 2.98 -2.84
H -1.34 3.47 -2.00
H -3.04 -0.51 -2.44
H -2.10 -0.95 -3.87
H -3.24 0.41 -3.95
H 0.07 2.64 -4.44
H -0.98 1.51 -5.29
H 0.55 0.95 -4.62
O -0.78 -5.48 -6.70
C -0.66 -4.81 -5.72
S 0.62 -3.59 -5.52
C 0.12 -3.04 -3.94
C -0.95 -3.63 -3.39
S -1.61 -3.12 -1.86
S -1.74 -4.89 -4.32
S 0.97 -1.71 -3.20
O -2.11 0.85 0.62
C -1.50 0.46 1.83
C -1.05 -1.03 1.76
O -0.72 -1.59 2.79
O -1.13 -1.63 0.61
C -2.56 0.59 2.93
C -3.91 0.54 2.58
C -4.89 0.62 3.56
C -4.54 0.75 4.89
C -3.20 0.79 5.24
C -2.22 0.71 4.27
C -0.28 1.35 2.11
C 0.75 0.97 2.96
C 1.82 1.82 3.21
C 1.87 3.07 2.60
C 0.85 3.46 1.75
C -0.22 2.61 1.51
H -1.65 0.38 -0.08
H -4.18 0.45 1.54
H -5.93 0.59 3.27
H -5.31 0.81 5.65
H -2.91 0.88 6.28
H -1.18 0.74 4.56
H 0.72 0.00 3.43
H 2.62 1.50 3.86
H 2.71 3.73 2.77
H 0.89 4.42 1.26
H -1.01 2.90 0.83
*
```

Results
HOMO-LUMO gap (spin up / spin down) = 5.79 / 5.80 eV
ΔE to the lowest compared entry with this formula, charge and spin = 0.0 kJ/mol

Density functional theory data (ωB97M-V/def2-TZVPD) for a single C29H33N3O2S molecule.

```
! RIJCOSX wB97M-V def2-TZVPD def2/J DEFGRID3
* xyz 0 1
C 0.18 2.48 5.44
C -0.29 1.41 4.48
O 0.47 0.70 3.86
N -1.65 1.34 4.38
C -2.37 0.51 3.52
C -3.58 0.97 3.00
C -4.27 0.21 2.08
C -3.76 -1.02 1.68
S -4.63 -1.94 0.43
C -3.29 -2.28 -0.76
C -2.70 -1.01 -1.37
C -2.10 -1.22 -2.75
C -2.00 -0.11 -3.58
C -1.41 -0.22 -4.83
C -0.91 -1.44 -5.26
C -1.01 -2.55 -4.43
C -1.60 -2.44 -3.18
N -1.69 -0.38 -0.51
C -0.44 -1.07 -0.31
C 0.75 -0.41 -1.04
N 1.36 0.70 -0.35
C 2.15 0.36 0.82
C 3.50 1.09 0.77
C 4.33 0.57 -0.37
C 5.29 -0.41 -0.17
C 6.02 -0.92 -1.23
C 5.78 -0.46 -2.51
C 4.82 0.51 -2.73
C 4.10 1.03 -1.67
C 0.47 1.82 -0.18
C -0.79 1.56 0.67
C -1.90 0.90 -0.12
O -2.93 1.49 -0.37
C -2.60 -1.51 2.25
C -1.90 -0.75 3.16
H 1.26 2.44 5.53
H -0.27 2.33 6.42
H -0.11 3.47 5.08
H -2.18 2.08 4.83
H -3.96 1.93 3.29
H -5.19 0.57 1.64
H -2.54 -2.90 -0.26
H -3.78 -2.87 -1.54
H -3.50 -0.27 -1.45
H -2.38 0.84 -3.24
H -1.33 0.65 -5.46
H -0.45 -1.53 -6.23
H -0.62 -3.50 -4.76
H -1.67 -3.32 -2.56
H -0.55 -2.09 -0.68
H -0.21 -1.13 0.76
H 1.53 -1.16 -1.21
H 0.41 -0.06 -2.02
H 1.64 0.62 1.76
H 2.34 -0.71 0.83
H 3.33 2.16 0.64
H 4.02 0.93 1.71
H 5.48 -0.77 0.83
H 6.76 -1.68 -1.05
H 6.35 -0.86 -3.34
H 4.63 0.87 -3.73
H 3.35 1.78 -1.84
H 1.05 2.62 0.29
H 0.17 2.17 -1.18
H -0.52 0.96 1.54
H -1.19 2.51 1.02
H -2.24 -2.49 1.99
H -0.99 -1.12 3.59
*
```

Results
HOMO-LUMO gap = 8.45 eV
Structure (SMILES) = CC(=O)Nc1ccc(SC[C@H](c2ccccc2)N2CCN(CCc3ccccc3)CCC2=O)cc1
ΔE to the lowest compared entry with this formula, charge and spin = 0.0 kJ/mol

no.,E_tot (eV)
1,-112678.410
2,-104129.122
3,-50010.706